[1]
The following is a quantum chemistry calculation of a structure of composition C42H34CeF3N7O2S2, from the OMol25 dataset.

Computed properties:
Orbital gap (alpha / beta): 5.34 / 5.34 eV
Charge: +1
LUMO (alpha / beta): -4.00 / -4.01 eV
Total energy: -3725.7798 Ha
Multiplicity: 2
⟨S²⟩: 0.75

Cartesian coordinates (Å):
1 Ce -0.71905 -0.17085 -0.54447
2 O -1.31197 1.47311 3.51270
3 C -1.29762 1.24951 2.31318
4 N -1.44218 0.07472 1.66042
5 C -1.76637 -1.10299 2.38954
6 C -2.55215 -1.08140 3.53789
7 C -2.87759 -2.26208 4.18417
8 C -2.41298 -3.46985 3.69153
9 C -1.64281 -3.51261 2.53821
10 C -1.31502 -2.33383 1.86345
11 N -0.53475 -2.25902 0.67679
12 C -0.24949 -3.37029 -0.02535
13 O -0.62846 -4.52811 0.13117
14 C 0.67888 -3.13387 -1.21300
15 C 1.21621 -4.23549 -1.86799
16 C 2.09586 -4.02912 -2.91283
17 C 2.41044 -2.72628 -3.28077
18 C 1.81533 -1.68830 -2.59389
19 N 0.96254 -1.87943 -1.58079
20 C -1.09711 2.45530 1.39614
21 C -0.71205 3.66097 1.97019
22 C -0.61561 4.77571 1.16160
23 C -0.91058 4.65818 -0.19257
24 C -1.25273 3.41593 -0.68843
25 N -1.33674 2.32710 0.08679
26 H -2.89381 -0.13730 3.92993
27 H -3.48700 -2.23073 5.07748
28 H -2.64968 -4.39618 4.19834
29 H -1.29660 -4.45678 2.15585
30 H 0.92814 -5.21826 -1.52426
31 H 2.54069 -4.86855 -3.43043
32 H 3.10764 -2.51778 -4.07995
33 H 2.03221 -0.65696 -2.84402
34 H -0.52966 3.68574 3.03443
35 H -0.33241 5.73313 1.57880
36 H -0.88564 5.51484 -0.85164
37 H -1.47413 3.27079 -1.73960
38 S -0.60831 0.91213 -3.32464
39 C 0.81483 1.74142 -3.60244
40 N 1.32689 1.88644 -4.81371
41 C 2.43762 2.81358 -5.05099
42 C 2.28468 3.98930 -4.11937
43 N 2.24462 3.49440 -2.74686
44 C 2.99562 4.28138 -1.75070
45 C 4.47198 4.24549 -2.04454
46 C 5.17930 3.06150 -1.84212
47 C 6.53196 3.00188 -2.13092
48 C 7.18946 4.12482 -2.61913
49 C 6.49279 5.30630 -2.81467
50 C 5.13460 5.36516 -2.52973
51 C 1.61496 2.36754 -2.45864
52 S 1.72060 1.59076 -0.98804
53 C 0.75243 1.18838 -5.97051
54 C -0.51215 1.82144 -6.50820
55 C -1.50253 1.00031 -7.03061
56 C -2.65313 1.54713 -7.57654
57 C -2.82758 2.92220 -7.59835
58 C -1.84478 3.74849 -7.07454
59 C -0.69121 3.19913 -6.53481
60 H 2.38190 3.13978 -6.08748
61 H 3.39237 2.30391 -4.89533
62 H 1.37106 4.54787 -4.34062
63 H 3.13734 4.65975 -4.20634
64 H 2.77755 3.85743 -0.77416
65 H 2.59997 5.29878 -1.78248
66 H 4.66843 2.19318 -1.44116
67 H 7.08049 2.08479 -1.96206
68 H 8.24776 4.07999 -2.83698
69 H 7.00572 6.18452 -3.18268
70 H 4.59230 6.29391 -2.66924
71 H 0.54995 0.16135 -5.66621
72 H 1.53409 1.16539 -6.73151
73 H -1.37831 -0.07587 -7.00430
74 H -3.41733 0.89748 -7.98131
75 H -3.72689 3.34873 -8.02092
76 H -1.97346 4.82254 -7.09092
77 H 0.06610 3.86303 -6.13699
78 F -2.60185 -6.59193 -2.41371
79 C -3.58792 -5.76988 -2.79330
80 F -3.76384 -5.93236 -4.11328
81 F -4.70849 -6.15838 -2.17841
82 C -3.23909 -4.33808 -2.45970
83 C -3.53006 -3.82364 -1.20814
84 C -3.12662 -2.53191 -0.92245
85 N -2.46073 -1.76693 -1.79765
86 C -2.20376 -2.27355 -3.00821
87 C -2.57795 -3.54922 -3.38577
88 H -4.03670 -4.41131 -0.45688
89 H -3.31861 -2.11213 0.05931
90 H -1.66371 -1.63362 -3.69616
91 H -2.34584 -3.91564 -4.37517

These are the Löwdin partial charges, in e, on atoms 1 to 6:
1 Ce 1.00
2 O 0.07
3 C -0.47
4 N -0.08
5 C -0.21
6 C -0.02

[2]
The following is a quantum chemistry calculation of a cluster of 2 separate species, C5H11N2O in total, from the OMol25 dataset.

Computed properties:
Orbital gap: 11.38 eV
Charge: +1
LUMO: -2.64 eV
Total energy: -381.5458 Ha

Cartesian coordinates (Å):
1 C -2.25263 -0.36589 -0.13251
2 C 1.16620 1.44473 -0.09038
3 C 1.72401 0.08842 0.56184
4 C 1.51074 0.30583 -0.90657
5 C 1.40012 -0.40575 -1.97376
6 N -3.32225 0.41533 0.10002
7 N 0.85624 -0.89847 1.38812
8 O -1.47502 -0.59309 0.75927
9 H 0.05863 1.64760 0.24147
10 H 1.76814 2.31661 -0.17403
11 H 2.66267 0.05119 0.94797
12 H 1.64686 -1.39187 -1.99774
13 H 1.06287 -0.03630 -2.94920
14 H -1.95522 -0.60588 -1.17638
15 H -3.91529 0.56346 -0.67952
16 H -3.73966 0.69475 1.00785
17 H 0.78804 -0.72829 2.41640
18 H 1.37359 -1.72139 1.27695
19 H -0.20796 -0.87799 0.95639

These are the natural (NBO) partial charges, in e, on atoms 1 to 6:
1 C 0.57
2 C -0.42
3 C -0.10
4 C -0.03
5 C -0.32
6 N -0.77

[3]
The following is a quantum chemistry calculation of a structure of composition C61H70BBrF3N8O2PSiTl, from the OMol25 dataset.

Computed properties:
Orbital gap: 7.86 eV
Charge: -1
LUMO: 2.26 eV
Total energy: -6657.1503 Ha

Cartesian coordinates (Å):
1 Tl 0.29244 -0.48556 0.46160
2 C 4.25558 -0.98639 5.03019
3 C 3.36229 0.06961 4.46757
4 C 3.62278 1.40855 4.42088
5 C 2.47081 1.98155 3.87428
6 N 1.56059 1.03399 3.58494
7 N 2.12660 -0.13965 3.95731
8 B 1.76595 -1.62908 3.73094
9 N 2.46677 -2.03254 2.41009
10 N 2.84169 -1.11954 1.49592
11 C 3.40068 -1.78356 0.48356
12 C 3.39931 -3.16239 0.76477
13 C 2.78472 -3.27716 1.99416
14 C 2.47815 -4.50160 2.78514
15 C 3.90496 -1.08709 -0.69986
16 C 4.15821 -1.79296 -1.87600
17 C 4.67072 -1.15021 -2.99070
18 C 4.96478 0.20401 -2.93778
19 C 4.69311 0.92032 -1.78054
20 C 4.14874 0.28765 -0.67553
21 N 0.30227 -2.13360 3.65385
22 N -0.49512 -2.04748 2.55748
23 C -1.51522 -2.88988 2.74746
24 C -1.37612 -3.52381 3.99481
25 C -0.22560 -3.00932 4.54065
26 C 0.33743 -3.28705 5.89482
27 C -2.62924 -3.06420 1.81114
28 C -3.36290 -4.25128 1.80586
29 C -4.42729 -4.41491 0.93793
30 C -4.78194 -3.39607 0.06615
31 C -4.06613 -2.21130 0.06984
32 C -2.99864 -2.05009 0.93521
33 C 2.42743 3.45855 3.78994
34 C 1.88727 4.20700 4.83418
35 C 1.99763 5.58758 4.84991
36 C 2.67769 6.24175 3.83205
37 C 3.24831 5.50422 2.80745
38 C 3.12342 4.12295 2.78558
39 H 5.15765 -0.51566 5.41795
40 H 4.53989 -1.71599 4.27059
41 H 3.75857 -1.51897 5.84154
42 H 4.51407 1.91923 4.74455
43 H 2.27292 -2.20766 4.64776
44 H 3.77050 -3.96408 0.15040
45 H 2.83160 -5.38035 2.25014
46 H 1.40129 -4.59569 2.93682
47 H 2.96139 -4.46274 3.76354
48 H 3.93505 -2.85094 -1.91582
49 H 4.84338 -1.70787 -3.90320
50 H 5.39507 0.69802 -3.79996
51 H 4.90381 1.98224 -1.74731
52 H 3.92025 0.84258 0.22582
53 H -2.03181 -4.24634 4.44958
54 H -0.37751 -3.88426 6.45950
55 H 0.51577 -2.35335 6.42738
56 H 1.28041 -3.83342 5.83422
57 H -3.07388 -5.05969 2.46549
58 H -4.98011 -5.34603 0.93263
59 H -5.60272 -3.53620 -0.62477
60 H -4.32906 -1.41328 -0.61110
61 H -2.43063 -1.13456 0.92908
62 H 1.38955 3.69874 5.64939
63 H 1.56473 6.14816 5.66958
64 H 2.77540 7.32015 3.84950
65 H 3.80027 6.00227 2.02012
66 H 3.56776 3.55226 1.98062
67 N -1.55858 2.69284 2.67151
68 P -1.67173 0.95477 2.64816
69 C -1.97110 0.53494 4.40237
70 C -1.23083 1.06047 5.45958
71 C -1.38364 0.56195 6.74378
72 C -2.27596 -0.46984 6.99365
73 C -3.01729 -1.00251 5.95001
74 C -2.85406 -0.51375 4.66375
75 C -3.47211 1.08312 2.10693
76 C -4.57806 1.27775 2.93165
77 C -5.84443 1.44510 2.38757
78 C -6.02388 1.45085 1.01231
79 C -4.92200 1.31872 0.18154
80 C -3.66069 1.13802 0.72502
81 C -1.16700 3.28613 1.48617
82 C -1.55153 4.58923 1.14039
83 C -1.06876 5.13217 -0.03199
84 C -0.22556 4.38159 -0.84048
85 C 0.06232 3.08736 -0.44705
86 N -0.41260 2.54784 0.66846
87 H -2.21981 3.21951 3.22263
88 H -0.51956 1.84893 5.26121
89 H -0.79933 0.97946 7.55487
90 H -2.38687 -0.86641 7.99550
91 H -3.72106 -1.80476 6.13504
92 H -3.41955 -0.94920 3.85030
93 H -4.46376 1.28315 4.00812
94 H -6.69533 1.58230 3.04464
95 H -7.01538 1.56286 0.59209
96 H -5.04104 1.36272 -0.89378
97 H -2.79921 1.01904 0.07531
98 H -2.22305 5.14856 1.77851
99 H -1.34765 6.13929 -0.31701
100 H 0.19454 4.77929 -1.75356
101 H 0.69812 2.44468 -1.04805
102 F -0.87475 -5.12303 -0.01796
103 C -0.27795 -4.19368 -0.79106
104 F 0.55416 -3.50818 0.02334
105 F 0.52031 -4.88005 -1.64535
106 C -1.29869 -3.25528 -1.57577
107 O -2.08266 -3.86550 -2.29528
108 O -1.12563 -2.03524 -1.38308
109 C 0.44716 1.32203 -7.93894
110 C 0.92877 1.67538 -6.52516
111 C 0.54375 3.13138 -6.23071
112 C 2.46437 1.63848 -6.52542
113 Si 0.16362 0.46754 -5.19600
114 Br 1.40548 0.97225 -3.37106
115 C 0.47368 -1.39394 -5.58668
116 C 0.36640 -2.21818 -4.29746
117 C -0.55615 -1.91273 -6.60059
118 C 1.87579 -1.64645 -6.15572
119 C -1.64594 0.93239 -4.68085
120 C -1.67693 2.20702 -3.82415
121 C -2.51985 1.15546 -5.92421
122 C -2.29237 -0.17011 -3.83073
123 H 0.82010 2.06195 -8.65442
124 H -0.64139 1.31469 -8.00976
125 H 0.81939 0.34531 -8.25069
126 H 1.07873 3.79699 -6.91518
127 H 0.82303 3.40495 -5.21250
128 H -0.52203 3.30800 -6.37112
129 H 2.83433 2.34193 -7.27827
130 H 2.86091 0.65559 -6.76816
131 H 2.86539 1.94052 -5.55883
132 H -0.59875 -2.11655 -3.81028
133 H 1.13464 -1.93267 -3.57716
134 H 0.50488 -3.27939 -4.52433
135 H -1.57105 -1.85347 -6.20697
136 H -0.35152 -2.96342 -6.82359
137 H -0.51557 -1.35940 -7.54183
138 H 2.64922 -1.24661 -5.49731
139 H 1.99969 -1.22137 -7.15313
140 H 2.03108 -2.72574 -6.23790
141 H -1.23338 3.06476 -4.32621
142 H -1.15526 2.05562 -2.88050
143 H -2.71711 2.45382 -3.59112
144 H -2.17764 2.01039 -6.50890
145 H -3.55111 1.35578 -5.62019
146 H -2.52804 0.27537 -6.57015
147 H -1.70479 -0.41783 -2.94659
148 H -2.45313 -1.09000 -4.39330
149 H -3.27252 0.17750 -3.48715

These are the Löwdin partial charges, in e, on atoms 1 to 6:
1 Tl 0.86
2 C -0.04
3 C -0.29
4 C 0.01
5 C -0.27
6 N 0.15

In the order shown, the computed maximum force values come out to 0.45; 3.04; 1.53 eV/A.
In the order shown, the computed relative energy (zero: lowest compared OMol25 entry of this formula, charge and spin) values come out to 0.0; 74.1; 19.8 kcal per mole.